No. 1
Below is 3 unconnected molecules or ions with the total composition C10H18O7S in a non-equilibrium geometry, with properties calculated with wB97M-V/def2-TZVPD.

```
36
Properties=species:S:1:pos:R:3:forces:R:3
C 4.15935 6.49761 7.25265 -0.172 -0.077 0.505
C 3.46929 5.59508 8.33040 4.056 0.018 -2.557
C 2.91720 6.24972 9.52417 1.803 1.052 0.033
O 1.80923 5.49129 9.74461 -2.247 -1.310 0.606
C 1.43824 4.85095 8.59742 -2.973 -0.153 1.259
O 0.32827 4.35007 8.52656 2.389 0.418 -0.690
O 2.40904 4.95837 7.69664 -2.571 -0.512 -0.778
H 5.21684 6.74551 7.34417 0.037 -0.376 0.733
H 3.66965 7.47138 7.24348 -0.287 -0.078 -0.342
H 4.12293 6.00521 6.28090 -0.445 0.051 0.013
H 4.09344 4.72522 8.53501 0.733 0.370 0.665
H 2.66626 7.28220 9.28107 -0.120 0.218 0.376
H 3.62826 6.17363 10.34679 -0.237 0.393 0.184
C 9.34098 6.17013 12.42933 -0.021 1.127 0.114
C 8.68228 6.76949 13.69077 -0.074 -0.980 -0.800
C 7.12268 6.88020 13.74860 1.192 1.538 -2.487
O 6.77685 6.18041 14.86360 -0.469 -1.158 1.981
C 7.83656 5.67141 15.47955 1.459 -1.863 4.037
O 7.79525 5.12377 16.61409 0.219 1.850 -4.478
O 9.01621 5.85821 14.74908 -2.586 -0.275 1.598
H 8.84401 6.49220 11.51423 0.077 0.209 0.020
H 9.39757 5.08235 12.38902 -0.316 0.035 0.492
H 10.35966 6.55774 12.44197 0.110 -0.163 -0.396
H 9.11849 7.71453 14.01436 0.060 0.136 -0.564
H 6.55026 6.57439 12.87286 0.337 -0.637 -0.043
H 6.83646 7.93084 13.79683 0.004 0.123 0.562
C 5.57127 10.40629 11.35159 0.680 -0.038 0.875
S 5.02211 8.86017 10.64900 -0.165 0.241 -1.647
O 4.90754 7.88034 11.77371 0.365 -0.147 -0.048
C 6.53501 8.40632 9.63520 -0.268 -0.183 1.432
H 4.72279 11.04587 11.59471 -0.090 0.070 -0.467
H 6.38009 10.90402 10.81664 -0.413 0.057 -0.398
H 6.00324 10.14283 12.31704 0.127 -0.225 0.164
H 7.05460 9.22030 9.12967 -0.373 0.191 0.135
H 6.33696 7.58368 8.94808 -0.354 0.102 0.063
H 7.14359 8.02005 10.45282 0.533 -0.025 -0.151
```
Positions in Å, forces in eV/Å.

Calculated values
HOMO-LUMO gap (alpha / beta) (eV): 2.428 / 9.204
Net charge: -1
Largest force on an atom (eV/A): 4.85
DFT total energy (Ha): -1316.63572
Multiplicity: 2
Highest occupied orbital energy (alpha / beta) (eV): 0.25 / -6.58
⟨S²⟩: 0.750

No. 2
Below is a single C10H18O7S molecule in a non-equilibrium geometry, with properties calculated with wB97M-V/def2-TZVPD.

```
36
Properties=species:S:1:pos:R:3:forces:R:3
C 6.11264 -1.08118 0.83527 -0.026 0.429 0.352
C 5.39519 -0.12760 -0.07537 1.158 0.632 -1.631
O 5.87330 0.22897 -1.14287 -1.134 -0.581 1.521
O 4.19275 0.31916 0.38684 0.271 -0.685 0.190
C 3.07953 -0.01131 -0.43864 -0.851 0.303 -0.714
C 2.28116 1.22481 -0.83859 0.410 0.037 0.425
C 1.12727 1.56265 0.08739 -0.385 0.204 -0.529
C 0.01769 0.51770 0.09634 -0.226 0.123 0.750
C -1.31512 1.08204 0.63412 0.315 0.139 -0.331
C -2.51640 0.82270 -0.27886 0.110 -0.056 0.718
C -3.37440 -0.36865 0.14142 -0.327 0.218 -0.140
O -2.83959 -1.19715 1.11243 0.192 -0.161 0.138
C -4.77950 -0.03920 0.62886 -0.265 -1.118 -0.178
O -5.43462 -1.33576 0.49361 -0.221 0.167 -0.013
S -5.04147 -1.94407 -0.90930 0.246 -0.378 -0.072
O -4.76232 -3.32469 -0.77117 0.125 -0.117 0.284
O -5.93332 -1.53081 -1.92798 -0.124 0.453 -0.148
O -3.67121 -1.10964 -1.05692 0.010 -0.365 -0.236
H 6.03077 -2.09032 0.44941 -0.183 -0.187 -0.132
H 5.72067 -1.04075 1.84360 -0.134 -0.074 0.125
H 7.16385 -0.83350 0.85220 0.277 0.069 -0.072
H 2.42996 -0.69949 0.09549 0.089 -0.145 0.364
H 3.38244 -0.53296 -1.33984 0.482 -0.010 -0.096
H 1.91758 1.11009 -1.85596 -0.153 -0.091 -0.149
H 2.97877 2.05630 -0.85073 0.155 0.160 -0.133
H 1.46240 1.78767 1.09582 0.144 -0.087 0.217
H 0.67621 2.48108 -0.28609 0.026 0.255 -0.025
H 0.31268 -0.29842 0.75191 0.082 -0.384 -0.188
H -0.13571 0.13455 -0.90768 0.093 -0.168 -0.220
H -1.50259 0.70040 1.62818 -0.137 -0.066 0.232
H -1.19981 2.15555 0.74059 -0.029 0.245 -0.003
H -2.18554 0.65170 -1.29423 -0.015 0.098 -0.283
H -3.15216 1.70027 -0.25788 -0.210 0.174 -0.249
H -2.17403 -1.77780 0.73161 0.155 -0.024 -0.124
H -4.84201 0.18261 1.68157 0.019 0.430 0.137
H -5.29504 0.62504 -0.05458 0.062 0.560 0.213
```
Positions in Å, forces in eV/Å.

Calculated values
HOMO-LUMO gap (eV): 11.046
SMILES: CC(=O)OCCCCCC[C@@]1(O)COS(=O)(=O)O1
Net charge: 0
Largest force on an atom (eV/A): 2.10
DFT total energy (Ha): -1316.68034
Multiplicity: 1
Highest occupied orbital energy (eV): -10.55

No. 3
Below is a single C10H18S molecule in a non-equilibrium geometry, with properties calculated with wB97M-V/def2-TZVPD.

```
29
Properties=species:S:1:pos:R:3:forces:R:3
C 0.49199 0.84313 -0.41895 -0.192 -0.673 0.506
C 0.37569 0.10667 2.22114 0.364 -1.138 -1.133
C -1.62183 -0.53984 -2.22536 -0.039 0.046 -0.096
C -0.49234 0.34683 -2.75139 -0.028 -0.012 0.175
C -0.93561 -1.80722 -1.70258 -0.216 -0.006 0.078
C 0.65088 0.17716 -1.75151 -0.092 -2.321 0.805
C 0.37656 -1.35533 -1.14389 0.797 2.386 -0.285
C 0.21802 2.27048 -0.11609 0.048 -0.114 -0.073
C -0.26735 -0.71986 3.28270 -0.145 0.060 -0.050
C 1.74576 0.62064 2.52602 -0.070 0.161 -0.017
S 0.17392 -0.45345 0.58160 -1.187 1.307 -0.100
H -2.12137 -0.02886 -1.40194 -0.101 0.018 0.037
H -2.36779 -0.75964 -2.98910 -0.067 0.020 0.057
H -0.17207 0.01647 -3.74072 0.005 -0.009 -0.057
H -0.80500 1.38834 -2.82619 0.004 0.067 -0.100
H -1.53980 -2.29012 -0.92639 -0.053 -0.145 -0.054
H -0.78539 -2.53135 -2.50657 0.006 -0.029 0.018
H 1.63531 0.30293 -2.20342 0.048 0.022 -0.088
H 1.20681 -2.04797 -1.17149 0.099 -0.160 0.026
H -0.31322 2.33482 0.83235 -0.028 0.102 0.134
H -0.39503 2.72859 -0.89615 -0.040 0.071 -0.061
H 1.13476 2.85949 -0.02863 -0.004 0.080 0.053
H -0.60720 -0.06251 4.08353 -0.076 -0.006 0.117
H -1.13981 -1.24041 2.88422 -0.102 -0.075 0.143
H 0.41555 -1.45308 3.72553 -0.011 -0.034 0.053
H 2.33165 -0.06368 3.14790 0.031 -0.049 0.048
H 1.66202 1.56536 3.06533 0.113 0.124 0.035
H 2.28086 0.81220 1.59711 0.138 0.136 -0.017
H -1.13597 -1.01980 0.85292 0.797 0.172 -0.155
```
Positions in Å, forces in eV/Å.

Calculated values
HOMO-LUMO gap (eV): 7.240
SMILES: CC(C)=[S@H]1=C(C)[C@@H]2CCC[C@@H]21
Net charge: 0
Largest force on an atom (eV/A): 2.53
DFT total energy (Ha): -789.81921
Multiplicity: 1
Highest occupied orbital energy (eV): -6.64

No. 4
Below is 2 unconnected molecules or ions with the total composition C10H18Si2 in a non-equilibrium geometry, with properties calculated with wB97M-V/def2-TZVPD.

```
30
Properties=species:S:1:pos:R:3:forces:R:3
C -3.97626 0.64430 -0.54238 -2.295 1.237 0.763
C -3.70736 0.41708 0.79176 0.211 -0.670 2.101
C -3.09538 0.43446 -1.54532 1.268 -0.562 -1.122
C -2.45189 -0.10881 1.21559 -0.790 1.273 -1.596
C -1.88623 -0.06595 -1.11862 2.471 -0.446 -0.071
C -1.46542 -0.28609 0.23950 -2.761 0.462 -1.088
C 0.19966 -2.81721 0.23083 -4.173 2.367 -0.110
C 2.80551 -0.44321 -1.40083 -2.248 0.349 0.993
C 1.35279 2.17195 -0.57432 0.307 0.207 2.614
C 3.10624 0.84692 1.54572 2.421 -2.226 -0.856
Si 0.15252 -0.94806 0.67666 0.395 -1.798 3.654
Si 1.89172 0.48101 0.13474 2.130 0.719 -1.398
H -4.91709 1.09570 -0.83622 -0.260 -0.104 0.354
H -4.46892 0.61471 1.60473 0.803 -0.160 -1.293
H -3.32484 0.64832 -2.62879 0.330 -0.353 1.454
H -2.19429 -0.24814 2.24408 -0.187 -0.128 0.506
H -1.12173 -0.28314 -1.87281 -0.176 0.131 0.016
H -0.40326 -2.88996 -0.70078 1.015 -0.412 0.264
H 1.19322 -2.95411 0.23683 3.487 -1.622 -0.534
H -0.34620 -3.32844 1.02843 0.350 0.025 -0.141
H 2.17960 -1.39434 -1.44148 1.414 0.786 -0.327
H 2.56402 0.16624 -2.32136 0.675 -0.744 0.952
H 3.86704 -0.57516 -1.15968 -0.336 -0.212 -0.515
H 0.34184 2.17979 -0.22619 -1.110 0.540 -0.067
H 1.81024 3.12774 -0.19783 -0.084 -1.187 -0.124
H 1.35793 2.19579 -1.60957 -0.056 -0.065 -2.084
H 2.75611 1.13545 2.49062 -1.035 0.635 1.188
H 3.71380 -0.12319 1.81922 -1.016 1.594 -0.707
H 3.87777 1.59751 1.23568 -0.683 -0.568 0.024
H 0.18883 -1.29112 2.68180 -0.068 0.934 -2.850
```
Positions in Å, forces in eV/Å.

Calculated values
HOMO-LUMO gap (eV): 9.655
Net charge: 0
Largest force on an atom (eV/A): 4.80
DFT total energy (Ha): -970.74050
Multiplicity: 1
Highest occupied orbital energy (eV): -9.02